51
Properties=species:S:1:pos:R:3 method="wB97M-V/def2-TZVPD" total_energy_ev=-35359.3064 e_above_lowest_ev=2.705 lumo_ev=-0.3 total_charge=0 orbital_gap_ev=9.59 spin_multiplicity=1
O -23.882 15.421 8.709
H -23.902 15.538 9.679
H -24.582 14.782 8.436
O -22.545 10.772 8.841
H -22.346 10.211 8.112
H -23.145 11.426 8.521
O -24.533 15.851 5.424
H -24.192 16.521 4.916
H -23.911 15.567 6.097
O -28.676 13.823 5.869
H -28.510 14.699 5.482
H -28.023 13.181 5.597
O -25.998 13.834 4.210
H -25.389 13.710 3.526
H -25.428 14.516 4.659
O -21.819 14.793 6.157
H -21.964 15.663 6.437
H -21.829 14.416 7.013
O -27.064 11.424 5.511
H -26.604 12.055 5.022
H -27.392 10.626 5.029
O -21.664 13.586 8.634
H -21.493 14.173 9.325
H -22.595 13.594 8.403
O -20.311 11.986 5.324
H -19.907 12.878 5.165
H -21.190 12.101 4.963
O -22.801 13.133 4.169
H -22.305 13.891 4.449
H -22.523 13.176 3.240
O -26.367 14.478 7.617
H -26.952 14.949 6.984
H -26.952 13.872 8.003
O -24.306 12.684 6.490
H -25.233 12.849 6.401
H -23.813 13.055 5.740
O -24.973 9.759 7.204
H -24.792 9.239 6.457
H -24.659 10.604 6.988
O -22.665 10.208 5.454
H -23.534 10.373 5.119
H -22.863 9.439 5.956
O -25.028 10.529 4.287
H -25.845 10.756 4.822
H -25.259 10.470 3.368
O -24.704 12.854 9.412
H -25.245 12.479 8.735
H -24.880 12.320 10.168
O -26.881 11.456 8.456
H -26.568 10.616 8.786
H -27.058 11.435 7.517